ORCA calculation (wB97M-V/def2-TZVPD) on C8H17AlBrIKNO2 as an isolated structure.

Geometry as ORCA input:
```
! RIJCOSX wB97M-V def2-TZVPD def2/J DEFGRID3
* xyz 0 1
C 4.13 0.00 -0.53
C 2.51 0.10 -0.92
C 1.73 0.39 0.50
Br 2.61 1.99 1.35
Al -0.31 0.52 0.36
C -0.95 2.35 1.05
N -1.44 3.19 -0.13
C -1.08 -1.06 1.49
O -0.45 -2.32 1.07
C -1.28 -3.07 0.11
C -1.06 0.26 -1.54
C -2.69 0.22 -1.65
O -3.21 -0.32 -2.78
I -4.13 0.90 -0.14
H 4.70 -0.80 -1.17
H 4.19 -0.38 0.59
H 4.66 1.05 -0.57
H 2.29 0.91 -1.76
H 2.21 -0.95 -1.40
H 2.00 -0.53 1.21
H -1.90 2.13 1.73
H -0.15 2.96 1.65
H -1.38 4.20 0.19
H -0.75 3.13 -0.91
H -0.76 -0.85 2.61
H -2.25 -1.03 1.35
H -1.08 -2.75 -1.02
H -1.05 -4.23 0.16
H -2.45 -2.95 0.32
H -0.67 -0.79 -1.95
H -0.67 1.07 -2.30
K -1.33 -3.36 3.03
*
```

Gap between HOMO and LUMO, eV: 6.36
E_LUMO, eV: -1.5
Largest force on an atom, eV Å⁻¹: 8.63

---

ORCA calculation (wB97M-V/def2-TZVPD) on C18H23BrCl2NP2Pd as an isolated structure.

Geometry as ORCA input:
```
! RIJCOSX wB97M-V def2-TZVPD def2/J DEFGRID3
* xyz -1 1
Pd 0.25 -0.52 -0.20
C 3.40 1.11 -0.69
P 2.52 -0.42 -0.28
C 3.10 -1.58 -1.57
C 3.28 -1.11 1.24
C 2.43 -2.31 1.71
P 0.64 -1.86 1.65
C -0.11 -3.32 2.46
C 0.56 -0.67 3.05
H 4.48 0.96 -0.80
H 3.20 1.85 0.08
H 2.95 1.47 -1.61
H 4.17 -1.76 -1.51
H 2.86 -1.13 -2.54
H 2.55 -2.51 -1.50
H 3.24 -0.33 2.01
H 4.33 -1.38 1.09
H 2.71 -2.62 2.72
H 2.58 -3.17 1.04
H 0.39 -3.53 3.41
H -0.04 -4.19 1.81
H -1.17 -3.13 2.66
H 1.03 -1.08 3.94
H -0.49 -0.45 3.25
H 1.02 0.27 2.76
Cl 0.14 2.42 -4.04
C -0.49 3.00 -2.50
C -1.12 4.22 -2.50
C -1.64 4.75 -1.31
C -1.47 4.00 -0.15
C -0.84 2.78 -0.17
Cl -0.59 2.03 1.41
C -0.31 2.12 -1.35
N 0.29 0.98 -1.50
H -1.20 4.76 -3.43
H -2.14 5.71 -1.30
H -1.83 4.38 0.80
Br -6.43 -1.25 -1.28
C -4.57 -1.02 -0.94
C -4.04 -1.47 0.25
C -2.68 -1.30 0.49
C -1.82 -0.67 -0.42
C -2.41 -0.23 -1.61
C -3.77 -0.39 -1.88
H -4.67 -1.95 0.99
H -2.30 -1.66 1.44
H -1.80 0.26 -2.36
H -4.19 -0.04 -2.81
*
```

Gap between HOMO and LUMO, eV: 5.05
Energy relative to the best compared isomer or geometry (same formula, charge and spin), eV: 0.1381
E_LUMO, eV: 2.5
Largest force on an atom, eV Å⁻¹: 0.59

---

ORCA calculation (wB97M-V/def2-TZVPD) on a 2-piece molecular cluster, C9H12F3N3O6P2S2 overall.

Geometry as ORCA input:
```
! RIJCOSX wB97M-V def2-TZVPD def2/J DEFGRID3
* xyz 0 1
N -0.66 -1.30 1.29
C 0.05 -0.46 0.93
C 0.87 0.66 0.57
P 0.29 1.44 -1.03
S 0.94 0.61 -2.65
C 2.38 0.35 0.63
C 3.17 1.24 -0.17
N 3.79 2.00 -0.78
P 2.90 0.77 2.39
N 2.92 2.31 2.47
O 4.34 0.17 2.68
O 1.81 0.14 3.38
S 2.85 -1.36 0.09
O 4.19 -1.28 -0.39
O 1.95 -1.93 -0.85
C 2.92 -2.53 1.55
F 1.97 -2.33 2.42
F 2.75 -3.71 1.03
F 4.09 -2.50 2.10
H 0.69 1.41 1.34
H -1.11 1.30 -0.97
H 0.62 2.81 -1.02
H 2.27 2.65 3.17
H 4.96 0.83 2.32
H 2.20 0.00 4.25
O -2.77 1.86 -2.54
C -3.45 0.91 -2.29
C -4.84 0.60 -2.80
C -5.31 -0.49 -1.83
C -4.00 -1.15 -1.43
O -3.02 -0.09 -1.48
H -4.76 0.23 -3.82
H -5.47 1.49 -2.76
H -6.03 -1.18 -2.26
H -5.77 -0.03 -0.95
H -3.69 -1.93 -2.14
H -4.02 -1.57 -0.43
*
```

Gap between HOMO and LUMO, eV: 8.54
Energy relative to the best compared isomer or geometry (same formula, charge and spin), eV: 0.0000
E_LUMO, eV: -0.1
Largest force on an atom, eV Å⁻¹: 3.00

---

- Look up the gap between HOMO and LUMO of the second one.
  5.05 eV

---

- The highest gap between HOMO and LUMO belongs to which entry?
  C9H12F3N3O6P2S2